# 1
Computed, not measured: C69H70IrN3O5P2S2Sb as an isolated structure at a distorted geometry, with ωB97M-V/def2-TZVPD.

Calculated values
charge	+1
frontier orbital gap	6.9	eV
HOMO energy	-9.3	eV
E_tot	-137012.2492	eV
2S+1	1

Last column: Mulliken charge in e.
Geometry (Å):
Ir  0.06  0.62  0.04  3.569
O  -0.48  -2.87  1.28  -0.917
S  -0.89  -1.50  1.73  2.034
C  -0.66  -1.55  3.49  0.380
C  -1.53  -2.25  4.30  -0.275
C  -1.27  -2.49  5.66  -1.565
C  -0.06  -2.12  6.15  0.256
C  0.53  -2.26  7.52  -0.912
C  2.05  -2.06  7.30  -0.996
C  2.16  -1.51  5.91  0.074
C  3.23  -1.11  5.18  -1.398
C  3.01  -0.69  3.86  -0.818
C  1.78  -0.62  3.22  -0.301
P  1.93  0.28  1.59  2.381
C  2.55  1.95  2.09  0.719
C  3.17  2.27  3.29  -0.851
C  3.70  3.54  3.51  -0.857
C  3.63  4.51  2.52  -1.033
C  3.01  4.20  1.32  -0.735
C  2.47  2.94  1.12  0.544
C  3.47  -0.48  0.97  -0.133
C  3.51  -1.87  0.86  -0.455
C  4.61  -2.51  0.31  -0.697
C  5.68  -1.75  -0.15  -0.703
C  5.65  -0.37  -0.06  -0.992
C  4.55  0.27  0.50  -0.602
C  0.65  -1.17  3.94  -1.531
C  0.89  -1.55  5.28  1.458
C  -2.65  -1.43  1.42  -0.529
C  -3.57  -1.13  2.39  -0.095
C  -4.96  -1.09  2.15  -1.308
C  -5.40  -1.39  0.90  0.226
C  -6.79  -1.45  0.33  -0.935
C  -6.61  -1.85  -1.15  -0.962
C  -5.11  -1.92  -1.34  0.477
C  -4.37  -2.18  -2.45  -1.213
C  -2.97  -2.14  -2.33  0.231
C  -2.28  -1.87  -1.16  -0.192
P  -0.44  -1.77  -1.33  1.961
C  -0.17  -1.66  -3.15  0.575
C  -0.02  -2.78  -3.97  -0.575
C  0.24  -2.64  -5.32  -0.924
C  0.35  -1.38  -5.89  -1.008
C  0.18  -0.26  -5.09  -0.764
C  -0.07  -0.41  -3.74  0.760
C  0.04  -3.55  -1.15  -0.280
C  -0.92  -4.53  -0.89  -0.596
C  -0.56  -5.86  -0.78  -0.994
C  0.77  -6.25  -0.93  -0.814
C  1.73  -5.29  -1.21  -1.063
C  1.37  -3.95  -1.32  0.526
C  -3.05  -1.66  0.05  -0.575
C  -4.45  -1.66  -0.12  0.257
H  -2.43  -2.66  3.87  0.913
H  -2.01  -3.00  6.27  0.478
H  0.29  -3.21  8.00  0.404
H  0.13  -1.47  8.16  0.330
H  2.57  -3.02  7.34  0.276
H  2.51  -1.42  8.05  0.359
H  4.24  -1.12  5.58  0.522
H  3.89  -0.39  3.30  0.876
H  3.23  1.56  4.10  0.486
H  4.16  3.77  4.46  0.436
H  4.03  5.50  2.69  0.394
H  2.92  4.95  0.54  0.521
H  1.94  2.71  0.21  -0.609
H  2.67  -2.46  1.20  0.453
H  4.62  -3.58  0.22  0.485
H  6.54  -2.25  -0.59  0.409
H  6.48  0.21  -0.41  0.464
H  4.54  1.35  0.58  0.574
H  -3.23  -0.89  3.38  0.534
H  -5.64  -0.85  2.96  0.509
H  -7.29  -0.48  0.43  0.256
H  -7.41  -2.16  0.88  0.418
H  -7.07  -1.14  -1.83  0.286
H  -7.06  -2.82  -1.35  0.367
H  -4.82  -2.41  -3.40  0.478
H  -2.40  -2.31  -3.23  0.571
H  -0.10  -3.78  -3.55  0.529
H  0.36  -3.52  -5.94  0.486
H  0.56  -1.27  -6.95  0.443
H  0.26  0.73  -5.53  0.473
H  -0.16  0.45  -3.10  -1.339
H  -1.95  -4.25  -0.75  0.528
H  -1.31  -6.60  -0.56  0.464
H  1.05  -7.29  -0.84  0.403
H  2.76  -5.57  -1.35  0.517
H  2.14  -3.25  -1.59  0.775
C  -1.93  1.99  3.57  -1.662
C  -1.48  2.57  2.20  2.854
C  -0.55  3.75  2.51  -2.489
C  -0.67  1.44  1.52  -0.136
C  -2.78  3.02  1.55  -0.594
C  -3.59  2.07  0.92  0.766
C  -4.86  2.39  0.48  -0.494
C  -5.36  3.67  0.66  -0.930
C  -4.57  4.62  1.27  -1.038
C  -3.29  4.31  1.70  0.015
H  -1.10  1.51  4.08  0.459
H  -2.74  1.28  3.45  0.138
H  -2.29  2.80  4.20  0.523
H  0.36  3.40  2.99  0.364
H  -1.05  4.43  3.19  0.752
H  -0.27  4.30  1.61  0.191
H  -0.16  1.05  2.41  -0.049
H  -3.20  1.07  0.78  0.145
H  -5.46  1.62  0.00  0.340
H  -6.36  3.92  0.33  0.423
H  -4.94  5.63  1.41  0.454
H  -2.69  5.08  2.17  0.316
C  -0.61  2.83  -3.37  -1.254
Sb  -1.37  2.16  -1.48  -0.162
C  -2.06  4.13  -1.15  -1.155
C  -3.15  1.32  -2.27  -0.453
H  -1.49  3.13  -3.94  0.703
H  -0.06  2.09  -3.94  -0.080
H  0.02  3.70  -3.22  0.543
H  -2.09  4.59  -2.13  0.823
H  -1.39  4.69  -0.50  0.256
H  -3.05  4.10  -0.72  0.168
H  -3.68  2.09  -2.81  0.681
H  -3.77  0.94  -1.46  -0.453
H  -2.89  0.50  -2.94  0.450
C  7.84  4.86  -5.26  -1.245
C  7.17  3.58  -4.79  -0.418
S  5.65  3.23  -5.67  1.357
O  5.86  2.05  -6.47  -0.699
O  5.16  4.44  -6.26  -0.691
C  4.45  2.81  -4.40  -0.989
C  4.69  1.40  -3.90  -0.543
N  3.67  0.86  -2.97  1.167
C  2.67  1.48  -2.28  -0.583
N  1.96  0.61  -1.56  1.283
C  2.54  -0.61  -1.78  -0.967
C  3.57  -0.47  -2.63  -0.582
N  4.46  -1.52  -3.06  1.338
O  4.13  -2.65  -2.75  -0.637
O  5.48  -1.21  -3.66  -0.718
C  2.39  2.94  -2.28  -1.758
H  8.69  5.08  -4.62  0.384
H  7.15  5.70  -5.23  0.344
H  8.20  4.76  -6.29  0.348
H  6.92  3.63  -3.73  0.320
H  7.79  2.70  -4.96  0.386
H  3.50  2.91  -4.93  0.293
H  4.53  3.57  -3.64  0.359
H  5.66  1.32  -3.40  0.313
H  4.73  0.73  -4.75  0.593
H  2.20  -1.50  -1.29  -0.861
H  2.22  3.34  -3.28  0.576
H  3.21  3.50  -1.82  0.435
H  1.50  3.09  -1.69  -0.520



# 2
Computed, not measured: C6BCl5CuF4 as an isolated structure at a distorted geometry, with ωB97M-V/def2-TZVPD.

Calculated values
charge	-1
frontier orbital gap	8.1	eV
HOMO energy	-6.3	eV
energy above the lowest of the compared OMol25 structures with the same formula, charge and spin	0.000	eV
E_tot	-125021.8518	eV
2S+1	1

Last column: Mulliken charge in e.
Geometry (Å):
Cu  0.28  1.98  -0.69  -0.006
Cl  -3.07  1.00  -1.25  -0.311
C  -2.12  -0.29  -0.14  0.469
C  -0.92  0.20  -0.44  -0.799
C  0.12  -1.03  0.21  0.810
Cl  1.80  -1.01  0.76  -0.216
C  -0.43  -2.08  0.64  -0.193
Cl  0.36  -3.42  1.38  -0.212
C  -1.96  -2.27  0.73  0.530
Cl  -2.96  -3.62  1.21  -0.182
C  -2.74  -1.26  0.38  0.082
Cl  -4.56  -1.16  -0.11  -0.186
F  1.95  3.01  -0.91  -0.230
B  3.12  2.40  -0.37  0.555
F  3.96  3.80  -0.45  -0.500
F  3.72  1.86  -1.71  -0.408
F  3.44  1.88  0.74  -0.202



# 3
Computed, not measured: C6CaF18N3O12S6 as an isolated structure at a distorted geometry, with ωB97M-V/def2-TZVPD.

Calculated values
charge	-1
frontier orbital gap	10.9	eV
HOMO energy	-8.4	eV
energy above the lowest of the compared OMol25 structures with the same formula, charge and spin	0.000	eV
E_tot	-167630.3309	eV
2S+1	1

Last column: Mulliken charge in e.
Geometry (Å):
Ca  0.13  -0.29  -0.20  2.524
C  3.30  -0.56  -1.20  0.651
F  4.60  -0.69  -1.40  -0.218
F  2.87  -1.48  -0.32  -0.187
F  3.06  0.65  -0.71  -0.186
S  2.45  -0.74  -2.80  0.881
O  2.65  0.47  -3.52  -0.615
O  2.93  -1.94  -3.37  -0.618
N  0.88  -0.89  -2.19  -0.562
S  0.02  -1.45  -3.44  0.942
O  -0.05  -0.59  -4.57  -0.619
O  0.21  -2.85  -3.68  -0.644
C  -1.68  -1.39  -2.73  0.552
F  -2.15  -0.16  -2.69  -0.143
F  -2.50  -2.15  -3.43  -0.220
F  -1.66  -1.83  -1.43  -0.157
C  -1.05  2.89  -2.47  0.681
F  -0.57  1.88  -3.17  -0.153
F  -0.44  4.03  -2.83  -0.212
F  -2.35  3.00  -2.63  -0.200
S  -0.59  2.61  -0.69  0.648
O  0.74  2.01  -0.70  -0.464
O  -0.72  3.82  0.02  -0.551
N  -1.53  1.32  -0.13  -0.390
S  -3.10  1.67  0.10  0.733
O  -3.46  3.03  -0.09  -0.595
O  -3.91  0.67  -0.50  -0.652
C  -3.27  1.36  1.90  0.643
F  -2.62  2.28  2.59  -0.215
F  -4.57  1.40  2.21  -0.226
F  -2.78  0.16  2.20  -0.225
C  0.79  -3.42  2.45  0.730
F  0.42  -4.25  3.42  -0.216
F  2.05  -3.03  2.68  -0.212
F  0.73  -4.03  1.28  -0.218
S  -0.38  -1.96  2.44  0.808
O  -1.19  -2.18  1.26  -0.567
O  -1.06  -1.93  3.67  -0.539
N  0.62  -0.66  2.00  -0.489
S  1.00  0.05  3.41  0.732
O  0.02  0.99  3.83  -0.627
O  1.50  -0.82  4.42  -0.615
C  2.40  1.06  2.86  0.638
F  3.02  1.54  3.92  -0.209
F  3.27  0.33  2.14  -0.213
F  1.97  2.07  2.09  -0.206



# 4
Computed, not measured: C6Cl5O6ReSbSe4 as an isolated structure at a distorted geometry, with ωB97M-V/def2-TZVPD.

Calculated values
charge	-2
frontier orbital gap (alpha / beta)	4.9 / 5.1	eV
HOMO energy (alpha / beta)	-1.7 / -1.7	eV
⟨S²⟩	0.769
energy above the lowest of the compared OMol25 structures with the same formula, charge and spin	3.749	eV
E_tot	-351166.7892	eV
2S+1	2

Last column: Mulliken charge in e.
Geometry (Å):
Re  0.16  -1.74  -0.43  0.905
Se  3.02  -3.76  -4.88  -0.689
Sb  1.46  -2.02  -5.37  0.258
Se  -0.13  0.49  -1.18  -0.061
Se  0.66  -1.24  -2.77  -0.018
Se  -0.55  -2.79  -6.41  -0.701
O  0.58  3.24  1.74  -0.717
Cl  0.08  1.92  2.02  1.707
O  -0.62  1.91  3.28  -0.629
O  -0.85  1.52  0.96  -0.676
O  1.17  0.97  2.05  -0.600
Cl  2.42  -1.24  5.11  -0.218
C  1.30  -1.55  3.84  0.314
C  -0.04  -1.11  3.98  0.205
Cl  -0.53  -0.33  5.42  -0.185
C  -0.93  -1.32  2.97  0.091
Cl  -2.58  -0.85  3.08  -0.181
C  -0.54  -2.01  1.79  0.511
O  -1.34  -2.26  0.74  -0.775
C  0.78  -2.49  1.68  0.593
O  1.09  -3.18  0.58  -0.843
C  1.70  -2.22  2.72  -0.102
Cl  3.30  -2.80  2.53  -0.188



# 5
Computed, not measured: C6F18KN3O12S6 as an isolated structure at a distorted geometry, with ωB97M-V/def2-TZVPD.

Calculated values
charge	-2
frontier orbital gap	9.2	eV
HOMO energy	-5.2	eV
energy above the lowest of the compared OMol25 structures with the same formula, charge and spin	1.574	eV
E_tot	-165514.7043	eV
2S+1	1

Last column: Mulliken charge in e.
Geometry (Å):
K  0.17  0.33  -0.75  0.992
C  -0.12  -0.43  2.82  0.692
F  -0.78  -0.81  3.90  -0.244
F  1.02  -1.10  2.76  -0.167
F  -0.83  -0.72  1.73  -0.159
S  0.27  1.47  2.92  0.778
O  -0.99  2.16  2.90  -0.658
O  0.90  1.48  4.21  -0.581
N  1.19  1.78  1.55  -0.244
S  2.66  1.76  2.05  1.027
O  2.90  2.90  2.93  -0.673
O  3.14  0.49  2.53  -0.612
C  3.73  2.13  0.53  0.535
F  4.82  2.80  0.87  -0.216
F  4.12  1.00  -0.08  -0.226
F  2.99  2.84  -0.34  -0.198
C  2.28  -4.21  1.41  0.573
F  3.49  -3.77  1.17  -0.214
F  2.28  -5.53  1.37  -0.229
F  1.86  -3.82  2.59  -0.205
S  1.16  -3.56  0.05  0.826
O  1.28  -2.12  -0.02  -0.473
O  1.61  -4.24  -1.14  -0.627
N  -0.33  -4.08  0.66  -0.404
S  -1.28  -3.90  -0.56  0.945
O  -1.21  -2.58  -1.20  -0.535
O  -1.35  -5.06  -1.44  -0.630
C  -2.95  -3.79  0.29  0.608
F  -3.88  -3.53  -0.61  -0.224
F  -3.26  -4.92  0.92  -0.251
F  -2.99  -2.81  1.18  -0.187
C  1.04  3.51  -3.20  0.679
F  1.30  2.27  -2.84  -0.228
F  1.55  4.32  -2.30  -0.189
F  1.55  3.71  -4.39  -0.224
S  -0.86  3.71  -3.20  0.827
O  -1.04  5.02  -2.61  -0.621
O  -1.34  3.52  -4.53  -0.591
N  -1.25  2.51  -1.97  -0.230
S  -2.76  2.24  -2.36  0.885
O  -3.58  3.44  -2.33  -0.648
O  -3.10  1.30  -3.40  -0.633
C  -3.29  1.25  -0.81  0.616
F  -3.21  2.07  0.24  -0.211
F  -4.50  0.76  -0.96  -0.199
F  -2.44  0.23  -0.55  -0.246



# 6
Computed, not measured: C6F18O18S6Y as an isolated structure at a distorted geometry, with ωB97M-V/def2-TZVPD.

Calculated values
charge	-3
frontier orbital gap	9.0	eV
HOMO energy	-2.6	eV
energy above the lowest of the compared OMol25 structures with the same formula, charge and spin	0.000	eV
E_tot	-158056.9126	eV
2S+1	1

Last column: Mulliken charge in e.
Geometry (Å):
Y  -0.13  0.13  0.38  2.269
C  -3.83  -1.21  -1.30  0.531
F  -4.01  -2.45  -0.89  -0.230
F  -2.94  -1.21  -2.30  -0.172
F  -4.99  -0.74  -1.77  -0.259
S  -3.15  -0.17  0.07  1.303
O  -2.17  0.75  -0.51  -0.561
O  -4.24  0.38  0.77  -0.682
O  -2.29  -1.08  0.84  -0.672
C  0.39  0.92  4.57  0.549
F  -0.11  1.92  5.32  -0.234
F  1.46  1.36  3.94  -0.191
F  0.76  -0.07  5.38  -0.222
S  -0.85  0.37  3.36  1.227
O  -0.96  1.46  2.39  -0.637
O  -0.18  -0.68  2.59  -0.537
O  -2.01  0.01  4.11  -0.642
C  4.29  -0.58  0.06  0.542
F  4.56  0.34  -0.88  -0.247
F  3.54  -1.53  -0.48  -0.138
F  5.47  -1.13  0.43  -0.264
S  3.46  0.14  1.54  1.260
O  3.65  -0.89  2.52  -0.717
O  4.12  1.39  1.77  -0.736
O  2.07  0.27  1.06  -0.921
C  -0.91  4.36  -1.01  0.538
F  -2.09  3.96  -0.57  -0.228
F  -0.82  4.00  -2.29  -0.242
F  -0.89  5.71  -0.97  -0.257
S  0.47  3.74  0.01  1.093
O  1.58  4.41  -0.58  -0.682
O  0.05  4.16  1.32  -0.734
O  0.47  2.28  -0.16  -0.643
C  -0.29  0.72  -4.19  0.632
F  -1.61  0.46  -4.14  -0.226
F  0.10  0.62  -5.47  -0.239
F  -0.10  1.98  -3.79  -0.213
S  0.63  -0.42  -3.10  1.168
O  0.05  -0.07  -1.79  -0.300
O  0.26  -1.76  -3.49  -0.732
O  2.01  -0.10  -3.29  -0.701
C  -0.84  -4.39  -0.03  0.542
F  -1.55  -4.41  1.10  -0.239
F  -0.61  -5.68  -0.38  -0.257
F  -1.60  -3.85  -0.99  -0.214
S  0.75  -3.49  0.18  1.157
O  1.50  -3.89  -0.97  -0.711
O  0.29  -2.10  0.17  -0.376
O  1.22  -3.96  1.44  -0.757



# 7
Computed, not measured: C6F18O18S6Zn as an isolated structure at a distorted geometry, with ωB97M-V/def2-TZVPD.

Calculated values
charge	-4
frontier orbital gap	7.8	eV
HOMO energy	0.5	eV
energy above the lowest of the compared OMol25 structures with the same formula, charge and spin	1.055	eV
E_tot	-205422.0863	eV
2S+1	1

Last column: Mulliken charge in e.
Geometry (Å):
Zn  0.22  0.01  -0.58  2.077
C  1.07  2.88  -3.90  0.525
F  1.01  1.67  -4.49  -0.224
F  2.34  3.09  -3.53  -0.241
F  0.72  3.77  -4.84  -0.254
S  -0.12  2.84  -2.39  1.090
O  0.34  1.68  -1.62  -0.371
O  0.13  4.11  -1.72  -0.723
O  -1.40  2.72  -3.07  -0.693
C  0.54  1.79  3.74  0.489
F  1.09  0.61  3.92  -0.197
F  -0.72  1.82  4.19  -0.254
F  1.21  2.66  4.54  -0.283
S  0.65  2.42  1.96  1.029
O  2.04  2.80  1.80  -0.733
O  0.19  1.29  1.15  -0.396
O  -0.28  3.56  1.96  -0.696
C  -3.48  1.20  1.28  0.502
F  -4.78  1.15  1.65  -0.276
F  -3.06  2.44  1.39  -0.205
F  -2.81  0.40  2.12  -0.190
S  -3.27  0.51  -0.49  1.017
O  -4.03  -0.72  -0.41  -0.703
O  -3.87  1.55  -1.32  -0.741
O  -1.83  0.38  -0.66  -0.380
C  -0.79  -2.61  3.18  0.510
F  -1.97  -2.82  3.79  -0.283
F  -0.40  -1.36  3.53  -0.180
F  0.12  -3.46  3.66  -0.286
S  -0.94  -2.71  1.27  1.003
O  -0.19  -3.92  0.93  -0.740
O  -2.37  -2.80  1.07  -0.705
O  -0.30  -1.46  0.85  -0.398
C  -1.33  -2.66  -3.70  0.547
F  -2.18  -2.38  -2.74  -0.156
F  -1.36  -3.95  -4.05  -0.243
F  -1.70  -1.92  -4.77  -0.263
S  0.45  -2.20  -3.14  1.028
O  1.00  -3.44  -2.59  -0.715
O  1.19  -1.74  -4.30  -0.743
O  0.21  -1.13  -2.16  -0.591
C  3.60  -0.81  1.94  0.553
F  2.63  -1.61  2.38  -0.218
F  3.51  0.43  2.47  -0.214
F  4.77  -1.30  2.44  -0.286
S  3.54  -0.71  0.05  1.171
O  3.75  -2.11  -0.28  -0.731
O  2.22  -0.17  -0.25  -0.478
O  4.63  0.19  -0.28  -0.748